Record 1
The following is a quantum chemistry calculation of the molecule C5H14N2, from the Open Molecules 2025 dataset.

Atoms and positions in Å:
C (-1.36987, 1.88934, -0.12830)
C (-1.51749, 0.49926, 0.45805)
C (-0.30763, -0.67325, 0.31463)
N (-0.10086, -1.24536, 1.63199)
C (0.94249, -0.09884, -0.32885)
C (2.06425, -1.33566, -0.28974)
N (0.83845, 0.28972, -1.71705)
H (-2.20653, 2.52773, 0.18232)
H (-1.40185, 1.87168, -1.22094)
H (-0.45339, 2.38184, 0.20874)
H (-2.41508, 0.02742, 0.03988)
H (-1.74124, 0.61456, 1.52658)
H (-0.72843, -1.45448, -0.32622)
H (-0.96972, -1.61855, 2.00547)
H (0.24025, -0.54381, 2.28455)
H (1.36944, 0.71443, 0.26315)
H (2.42567, -1.48073, 0.73187)
H (1.66154, -2.27577, -0.67798)
H (2.91874, -1.04707, -0.90917)
H (0.56378, 1.25921, -1.82346)
H (0.18744, -0.30167, -2.22551)

## Properties
HOMO-LUMO gap (eV): 9.71
Multiplicity: 1
Energy above the lowest of the compared OMol25 structures with the same formula, charge and spin (kJ/mol): 95.90
Total charge: 0
F_max (eV Å⁻¹): 3.94

=====

Record 2
The following is a quantum chemistry calculation of a cluster of 2 separate species, C16H23F4N2O2P in total, from the Open Molecules 2025 dataset.

Atoms and positions in Å:
F (-0.86426, 3.32388, 3.38673)
C (0.25948, 2.60112, 3.28048)
C (0.08626, 1.17399, 3.25400)
F (-0.40518, 0.67352, 4.50656)
C (1.34352, 0.39250, 2.92401)
O (1.21716, -0.74219, 2.47008)
C (2.58936, 1.07493, 3.23262)
F (3.68841, 0.30277, 3.32996)
C (2.65040, 2.42219, 3.40432)
F (3.84254, 3.00899, 3.61254)
C (1.48699, 3.31059, 3.36372)
O (1.60320, 4.55117, 3.43447)
C (2.91918, -1.66297, -2.27501)
C (1.99868, -0.50620, -1.88050)
C (2.39606, 0.05762, -0.50989)
C (2.07666, 0.63936, -2.89198)
N (0.62140, -1.00496, -1.83063)
C (0.33613, -2.03738, -0.85643)
C (-1.16348, -2.08006, -0.64402)
N (-1.72582, -0.95589, -1.36491)
C (-3.01434, -0.44192, -0.90473)
C (-4.05639, -1.55926, -1.02043)
C (-3.41385, 0.76448, -1.75724)
C (-2.86894, 0.02506, 0.55068)
P (-0.69281, -0.16293, -2.36715)
H (-0.70191, 0.94249, 2.54451)
H (2.54627, -2.15217, -3.18545)
H (3.92571, -1.27353, -2.47955)
H (2.98934, -2.40835, -1.47458)
H (1.74733, 0.90787, -0.25662)
H (2.30662, -0.67599, 0.29859)
H (3.44151, 0.39980, -0.53842)
H (1.49300, 1.50250, -2.54459)
H (3.11974, 0.95879, -3.00419)
H (1.70435, 0.34315, -3.87966)
H (0.74029, -3.00131, -1.19048)
H (0.81519, -1.83361, 0.11527)
H (-1.60522, -3.02543, -0.98315)
H (-1.36844, -2.02308, 0.43436)
H (-3.86828, -2.35759, -0.29320)
H (-5.05750, -1.14796, -0.83107)
H (-4.04588, -1.98789, -2.03288)
H (-2.72362, 1.60384, -1.59179)
H (-3.42640, 0.52637, -2.82951)
H (-4.42276, 1.09214, -1.47316)
H (-2.12474, 0.83118, 0.62081)
H (-3.83700, 0.39815, 0.91026)
H (-2.55796, -0.78776, 1.21724)

## Properties
HOMO-LUMO gap (eV): 3.32
Multiplicity: 1
Energy above the lowest of the compared OMol25 structures with the same formula, charge and spin (kJ/mol): 0.00
Total charge: 0
F_max (eV Å⁻¹): 2.81

=====

Record 3
The following is a quantum chemistry calculation of a cluster of 2 separate species, C3H4O2 in total, from the Open Molecules 2025 dataset.

Atoms and positions in Å:
C (2.11562, 0.58077, -0.68219)
C (1.98414, -0.47487, -0.14412)
C (-1.23571, -0.62137, 0.13141)
O (-1.71929, 0.09896, 1.17504)
O (-1.47413, -0.03354, -1.00689)
H (2.13898, 1.46115, -1.12182)
H (1.91732, -1.35038, 0.47242)
H (-1.63297, -0.31523, 2.12281)
H (-2.09396, 0.65452, -0.94665)

## Properties
HOMO-LUMO gap (eV): 9.70
Multiplicity: 1
Energy above the lowest of the compared OMol25 structures with the same formula, charge and spin (kJ/mol): 427.99
Total charge: 0
F_max (eV Å⁻¹): 3.96

=====

Record 4
The following is a quantum chemistry calculation of the molecule C11H18N4O3, from the Open Molecules 2025 dataset.

Atoms and positions in Å:
C (-1.72745, 0.15818, -2.69194)
C (-0.88108, -1.06387, -2.92422)
C (-1.81862, -2.24850, -3.20298)
C (0.03278, -1.49927, -1.71010)
N (-0.66364, -1.86061, -0.49938)
C (0.99751, -0.32956, -1.42690)
O (1.72375, 0.16259, -2.31215)
N (0.89667, 0.17831, -0.20554)
C (1.93150, 0.94424, 0.44978)
C (1.28930, 2.14275, 1.16688)
C (0.25583, 1.83449, 2.27315)
C (0.06419, 2.53290, 3.45601)
N (-0.92382, 1.84385, 4.09589)
C (-1.28953, 0.78705, 3.27855)
N (-0.61560, 0.76292, 2.15429)
C (2.72472, 0.15376, 1.47006)
O (3.79015, 0.38163, 1.97682)
O (2.04019, -1.00720, 1.76328)
H (-2.31347, -0.05403, -1.75935)
H (-1.06417, 1.02681, -2.59106)
H (-2.47744, 0.27687, -3.48331)
H (-0.19767, -0.91555, -3.75530)
H (-2.34997, -2.06237, -4.13778)
H (-2.57151, -2.35741, -2.38536)
H (-1.35123, -3.22688, -3.47821)
H (0.63267, -2.31119, -2.10487)
H (-0.09133, -2.26064, 0.18510)
H (-1.23253, -2.68312, -0.65250)
H (0.34061, -0.28046, 0.54693)
H (2.58731, 1.29159, -0.35192)
H (1.96141, 2.87977, 1.55893)
H (0.66867, 2.68948, 0.40906)
H (0.46232, 3.47663, 3.89251)
H (-1.38512, 2.00165, 4.97849)
H (-2.05826, 0.08386, 3.57235)
H (2.61284, -1.44868, 2.44479)

## Properties
HOMO-LUMO gap (eV): 9.46
Multiplicity: 1
Energy above the lowest of the compared OMol25 structures with the same formula, charge and spin (kJ/mol): 89.16
Total charge: 0
F_max (eV Å⁻¹): 3.15

=====

Question: HOMO-LUMO gap of number 4 (C11H18N4O3)?
Answer: 9.46 eV

=====

Question: What is the formula in the first record?
Answer: C5H14N2